Run 1
Entry from OMol25: a single C2H2BrF2NO molecule (ωB97M-V with the def2-TZVPD basis set).

The HOMO-LUMO gap is 11.212 eV. As for the net charge: 0.

The geometry in XYZ format:
```
9
C2H2BrF2NO ωB97M-V with the def2-TZVPD basis set
C -0.31 0.14 0.70
C 1.02 0.08 -0.24
N -1.34 -0.37 0.06
O -0.19 0.58 1.78
F 2.10 -0.07 0.50
F 1.09 -0.95 -1.15
Br 1.19 1.70 -1.32
H -1.39 -0.69 -0.94
H -2.19 -0.44 0.60
```

Mulliken population analysis, charges in e, atoms 1 to 8: C 0.40; C 0.45; N -0.33; O -0.50; F -0.18; F -0.22; Br -0.11; H 0.24


Run 2
Entry from OMol25: 2 unconnected molecules or ions with the total composition C2H2BrF2NO (ωB97M-V with the def2-TZVPD basis set).

The HOMO-LUMO gap is 9.258 eV. As for the net charge: 0.

The geometry in XYZ format:
```
9
C2H2BrF2NO ωB97M-V with the def2-TZVPD basis set
C -0.63 0.40 -0.89
C 0.94 0.48 0.68
N -0.91 -0.85 -0.69
O -0.80 1.36 -1.54
F 1.42 -0.74 0.62
F 1.97 1.39 0.76
Br -0.01 0.55 2.43
H -0.68 -1.28 0.15
H -1.31 -1.32 -1.52
```

Mulliken population analysis, charges in e, atoms 1 to 8: C 0.61; C 0.10; N -0.28; O -0.36; F -0.18; F -0.21; Br -0.19; H 0.25


Short version: run 2 is the least stable of them.